Below is the molecule H5P3 in a non-equilibrium geometry, with properties calculated with ωB97M-V with the def2-TZVPD basis set.

Geometry (Å):
P 0.21 -0.52 0.67
P -1.43 0.84 0.14
P 1.31 -0.20 -1.25
H 2.07 0.84 -0.56
H -1.14 1.96 1.07
H -0.56 -1.84 -0.05
H 1.97 -1.34 -0.86
H -2.45 0.27 0.84

DFT total energy, eV: -27945.4406
SMILES: P[PH]#[PH2]
Highest occupied orbital energy, eV: -8.5936
Energy above the lowest of the compared OMol25 structures with the same formula, charge and spin, kcal per mole: 8.2

Below is a cluster of 2 separate species, C5H14 in total in a non-equilibrium geometry, with properties calculated with ωB97M-V with the def2-TZVPD basis set.

Geometry (Å):
C -0.86 -0.48 -1.44
C 0.64 -1.04 -1.28
C 0.24 0.70 2.90
C -1.40 -1.16 -2.69
C 1.05 1.79 2.29
H 0.40 2.42 1.53
H 0.89 0.04 3.54
H 1.38 2.67 2.91
H -0.72 0.71 -1.59
H 1.07 -0.50 -0.53
H -0.56 1.13 3.60
H -2.41 -0.98 -2.96
H 1.27 -0.74 -2.10
H -0.03 -0.11 2.23
H 0.87 -2.13 -1.42
H -1.29 -2.28 -2.71
H 1.90 1.42 1.83
H -1.67 -0.53 -0.52
H -0.78 -0.92 -3.59

DFT total energy, eV: -5410.1835
SMILES: CCC.CC
Highest occupied orbital energy, eV: -10.8248
Energy above the lowest of the compared OMol25 structures with the same formula, charge and spin, kcal per mole: 43.0

Below is a structure of composition C3H2EuO4 in a non-equilibrium geometry, with properties calculated with ωB97M-V with the def2-TZVPD basis set.

Geometry (Å):
Eu -3.00 2.42 1.37
O -1.56 0.32 0.88
O -0.68 2.27 0.40
O 0.58 0.46 0.12
O 2.25 -1.62 -1.92
C -0.60 1.03 0.52
C 1.73 -1.22 -1.00
C 0.54 -0.86 -0.21
H -0.38 -1.20 -0.73
H 1.13 -1.60 0.57

Multiplicity: 8
Total charge: +2
DFT total energy, eV: -30643.5269
Highest occupied orbital energy (spin up / spin down), eV: -18.0763 / -18.4773
Energy above the lowest of the compared OMol25 structures with the same formula, charge and spin, kcal per mole: 26.4

Below is a cluster of 2 separate species, C3H7N2O in total in a non-equilibrium geometry, with properties calculated with ωB97M-V with the def2-TZVPD basis set.

Geometry (Å):
O -2.83 0.75 -0.07
N -0.56 -0.98 0.22
N -2.78 -0.51 0.14
C 1.43 0.52 0.66
C 0.15 0.18 -0.07
C 1.48 0.02 -0.76
H -0.47 1.03 -0.38
H 1.76 -0.16 1.43
H 1.79 0.69 -1.55
H 1.83 -1.00 -0.90
H -2.79 -1.02 -0.78
H 1.70 1.56 0.85
H -0.72 -1.07 1.22

Total charge: -1
DFT total energy, eV: -8248.0242
Highest occupied orbital energy (spin up / spin down), eV: -2.3160 / -2.3077
Energy above the lowest of the compared OMol25 structures with the same formula, charge and spin, kcal per mole: 0.0

Below is a structure of composition C40H51F6N6O4P2RbS2, with properties calculated with ωB97M-V with the def2-TZVPD basis set.

Geometry (Å):
Rb -0.01 -1.80 0.75
S -7.36 1.75 2.04
S -3.63 0.92 0.39
P 1.78 -2.61 3.50
P -0.51 -0.01 3.70
F 5.04 0.09 -1.32
F 4.16 0.49 0.60
F 4.42 -2.35 -2.45
F 4.27 -3.52 -0.64
F 2.54 -3.23 -1.89
F 5.44 -1.22 0.35
O -0.79 -2.00 -2.27
O -8.10 1.86 0.50
O 2.57 -1.71 0.54
O -7.33 3.13 2.53
N -1.46 -2.22 -4.44
N 2.32 6.50 -0.96
N -1.22 -4.32 1.57
N 0.16 1.91 0.02
N 2.86 8.81 -1.16
N -5.88 1.25 1.71
C 4.46 -0.51 -0.25
C 2.34 -0.48 -1.53
C 1.40 2.38 0.07
C -0.96 -1.48 -3.35
C 3.34 3.66 -0.66
C 3.62 -2.61 -1.38
C 1.25 0.08 4.27
C 1.91 3.36 -0.78
C -0.66 2.43 -0.89
C -5.26 2.48 -1.72
C -2.06 -5.81 3.07
C -3.34 -3.60 2.63
C 0.67 -2.79 -5.52
C 0.88 -5.41 0.84
C -0.38 -5.39 1.65
C 4.60 7.19 -0.98
C -5.23 1.41 0.57
C 1.28 -4.04 4.53
C 2.02 7.79 -1.07
C 1.05 3.87 -1.75
C 3.58 -2.91 3.35
C 1.77 -1.26 4.79
C 3.62 6.18 -0.91
C 3.19 -1.35 -0.58
C -0.47 -0.10 -3.71
C 1.36 -1.61 -4.81
C -0.90 1.77 3.52
C -2.23 -4.59 2.44
C -0.84 -6.34 2.56
C -7.99 2.83 -1.63
C -1.36 -0.34 5.29
C 0.59 -0.27 -4.83
C -5.94 2.06 -0.57
C -0.57 -3.32 -4.79
C -0.25 3.40 -1.79
C 4.05 4.79 -0.75
C -5.91 3.05 -2.79
C -7.33 2.25 -0.55
C -7.29 3.22 -2.75
C 4.16 8.49 -1.11
H -0.04 0.34 -2.82
H -1.02 0.33 6.09
H -0.96 3.77 -2.53
H 0.12 -0.16 -5.81
H 1.35 -0.94 -1.63
H 1.60 -1.89 -3.79
H -1.67 2.04 -0.90
H -1.29 0.54 -4.04
H 4.06 -2.02 2.94
H 2.79 -0.38 -2.52
H -3.69 -3.19 1.68
H 5.13 4.69 -0.64
H -1.98 1.86 3.38
H 3.93 2.77 -0.44
H 1.85 0.40 3.41
H 1.46 -6.32 1.06
H 4.87 9.31 -1.18
H 0.20 -4.03 4.69
H -1.20 -1.37 5.61
H 1.30 0.55 -4.75
H -7.81 3.66 -3.58
H 2.33 -1.45 -5.30
H 2.05 1.92 0.81
H -0.30 -3.82 -3.86
H 1.80 -4.08 5.49
H 1.47 -4.96 3.97
H -0.43 2.17 2.62
H 0.68 -5.39 -0.24
H -2.43 -0.21 5.14
H 3.74 -3.71 2.63
H -2.72 -6.26 3.80
H 1.39 -3.60 -5.65
H 0.38 -2.47 -6.53
H 1.40 4.61 -2.46
H -9.07 2.95 -1.55
H -1.59 -1.61 -5.24
H -3.03 -2.74 3.24
H 0.97 8.03 -1.10
H -5.35 3.36 -3.66
H -0.59 2.35 4.39
H 2.78 -1.14 5.21
H -4.19 -4.05 3.14
H 4.03 -3.18 4.32
H -1.10 -4.05 -5.41
H 5.65 6.95 -0.94
H 2.22 0.50 -1.10
H 1.52 -4.56 1.06
H 1.34 0.86 5.04
H -4.19 2.31 -1.72
H 1.14 -1.60 5.62
H -0.36 -7.28 2.81

Total charge: -2
DFT total energy, eV: -116650.0428
Highest occupied orbital energy, eV: -1.2394
Energy above the lowest of the compared OMol25 structures with the same formula, charge and spin, kcal per mole: 37.0